[1]
Density functional theory data (wB97M-V/def2-TZVPD) for a cluster of 6 separate species, C12H36O8 in total.

Each line ends with the natural charge from an NBO analysis.
Geometry (Å):
O -0.066 6.629 1.495  -0.696
C -0.735 5.508 0.966  -0.115
C -0.294 4.299 1.802  -0.086
O 1.018 3.926 1.581  -0.719
H 0.786 6.669 1.054  0.458
H -1.797 5.559 1.208  0.190
H -0.713 5.317 -0.106  0.180
H -0.848 3.405 1.518  0.170
H -0.450 4.477 2.866  0.175
H 1.412 4.774 1.365  0.464
O 0.123 -2.915 -0.780  -0.718
C -0.831 -3.351 -1.709  -0.080
C -0.702 -4.826 -2.056  -0.086
O -1.707 -5.386 -2.916  -0.727
H 0.078 -3.425 0.032  0.468
H -1.806 -3.039 -1.333  0.162
H -0.654 -2.638 -2.514  0.182
H -0.829 -5.442 -1.165  0.157
H 0.335 -4.898 -2.386  0.167
H -1.720 -6.345 -2.890  0.476
C 0.973 1.995 -4.251  -0.630
C 0.037 3.206 -4.065  -0.062
O -0.572 3.511 -5.323  -0.720
H 0.474 1.138 -4.704  0.219
H 1.255 1.706 -3.239  0.201
H 1.911 2.287 -4.724  0.203
H 0.627 4.075 -3.775  0.155
H -0.679 2.963 -3.280  0.171
H 0.012 4.159 -5.723  0.463
C 3.996 -3.462 1.110  -0.631
C 3.391 -2.173 0.442  -0.068
O 2.909 -1.452 1.547  -0.739
H 4.827 -3.151 1.743  0.212
H 4.304 -4.227 0.396  0.204
H 3.317 -3.863 1.862  0.211
H 2.630 -2.292 -0.328  0.168
H 4.056 -1.582 -0.188  0.149
H 2.403 -0.698 1.235  0.489
C -3.467 -1.358 2.899  -0.628
C -2.828 -2.054 4.077  -0.068
O -2.946 -3.385 3.755  -0.707
H -4.427 -1.757 2.571  0.221
H -2.879 -1.206 1.993  0.207
H -3.770 -0.364 3.227  0.194
H -3.427 -1.611 4.872  0.154
H -1.755 -1.935 4.232  0.164
H -2.178 -3.794 4.161  0.464
C -0.546 0.131 0.554  -0.633
C 0.478 1.043 -0.079  -0.063
O 1.435 1.337 0.895  -0.765
H -1.228 -0.272 -0.195  0.206
H -1.058 0.626 1.379  0.201
H -0.025 -0.762 0.899  0.218
H 0.073 2.044 -0.226  0.146
H 0.804 0.678 -1.053  0.170
H 1.273 2.204 1.273  0.504

## Properties
- E_tot (Ha) = -1080.558631
- HOMO-LUMO gap (eV) = 9.72
- net charge = 0
- LUMO (hartree) = 0.009
- energy relative to the best compared isomer or geometry (same formula, charge and spin) (kJ/mol) = 216.0
- SMILES = OCCO.OCCO.CCO.CCO.CCO.CCO

=====

[2]
Density functional theory data (wB97M-V/def2-TZVPD) for a structure of composition C12H37AgBN3O3.

Each line ends with the natural charge from an NBO analysis.
Geometry (Å):
Ag -0.991 0.091 -0.452  0.857
B -2.815 1.702 0.804  -0.744
H -2.732 1.871 2.004  -0.035
H -2.779 0.497 0.627  -0.110
H -3.815 2.214 0.351  -0.026
H -1.856 2.224 0.242  -0.052
C -0.204 -1.625 -3.251  -0.620
C -0.765 -0.247 -3.564  -0.071
C -2.277 -0.210 -3.447  -0.064
O -2.730 -0.455 -2.135  -0.561
C -4.109 -0.173 -2.018  -0.246
N -0.199 0.738 -2.600  -0.878
H 0.885 -1.640 -3.308  0.205
H -0.590 -2.349 -3.974  0.215
H -0.529 -1.953 -2.262  0.224
H -0.463 0.070 -4.566  0.185
H -2.741 -0.934 -4.131  0.176
H -2.626 0.784 -3.771  0.172
H -4.317 0.896 -2.096  0.194
H -4.433 -0.526 -1.043  0.212
H -4.682 -0.726 -2.777  0.157
H 0.801 0.860 -2.727  0.367
H -0.551 1.664 -2.830  0.379
C 0.450 1.724 2.842  -0.628
C 1.163 2.461 1.741  -0.071
C 2.642 2.660 2.132  -0.071
O 3.393 3.032 0.992  -0.552
C 4.766 2.767 1.137  -0.241
N 1.049 1.655 0.523  -0.836
H 0.895 0.736 3.002  0.184
H -0.607 1.588 2.604  0.270
H 0.501 2.248 3.801  0.208
H 0.781 3.463 1.550  0.204
H 3.025 1.744 2.603  0.153
H 2.714 3.475 2.866  0.170
H 4.943 1.711 1.376  0.159
H 5.202 3.363 1.952  0.165
H 5.266 3.038 0.210  0.190
H 1.588 0.799 0.653  0.353
H 1.493 2.108 -0.270  0.362
C -0.699 -3.602 2.493  -0.622
C -0.496 -2.346 1.653  -0.086
C 0.848 -2.429 0.976  -0.061
O 1.119 -1.267 0.218  -0.558
C 2.362 -1.353 -0.440  -0.255
N -1.535 -2.173 0.624  -0.860
H -1.736 -3.667 2.818  0.221
H -0.048 -3.604 3.373  0.213
H -0.451 -4.519 1.951  0.200
H -0.617 -1.479 2.305  0.220
H 0.871 -3.312 0.321  0.165
H 1.625 -2.572 1.741  0.178
H 3.184 -1.409 0.281  0.177
H 2.508 -0.430 -1.007  0.190
H 2.378 -2.176 -1.161  0.177
H -2.450 -2.008 1.027  0.389
H -1.611 -3.001 0.040  0.358

## Properties
- E_tot (Ha) = -1041.104796
- HOMO-LUMO gap (eV) = 8.20
- net charge = 0
- LUMO (hartree) = 0.014
- energy relative to the best compared isomer or geometry (same formula, charge and spin) (kJ/mol) = 0.0

=====

[3]
Density functional theory data (wB97M-V/def2-TZVPD) for a structure of composition C12H37BCdFN3O3.

Each line ends with the natural charge from an NBO analysis.
Geometry (Å):
Cd -2.429 -1.935 -2.634  1.742
F -0.999 -0.921 -1.575  -0.857
B -2.446 -3.785 -1.831  -0.960
H -3.312 -3.587 -2.444  -0.017
H -2.408 -3.074 -1.020  0.008
H -2.470 -4.800 -1.466  0.116
H -1.551 -3.651 -2.418  -0.006
C 1.932 -3.062 -1.751  -0.638
C 1.794 -3.300 -0.266  -0.076
C 2.824 -2.402 0.491  -0.064
O 4.111 -3.057 0.430  -0.533
C 4.996 -2.422 1.168  -0.229
N 0.465 -3.010 0.207  -0.822
H 2.917 -3.199 -2.196  0.221
H 1.499 -2.117 -2.080  0.210
H 1.400 -3.849 -2.286  0.199
H 2.054 -4.324 0.003  0.198
H 2.615 -2.191 1.540  0.178
H 2.899 -1.426 0.011  0.160
H 5.935 -2.936 0.961  0.184
H 4.828 -2.437 2.244  0.149
H 5.108 -1.372 0.899  0.147
H -0.063 -3.686 -0.327  0.348
H 0.128 -2.151 -0.203  0.367
C -0.532 0.380 1.993  -0.634
C -2.013 0.396 2.145  -0.070
C -2.532 1.725 2.773  -0.062
O -1.996 1.958 4.017  -0.533
C -2.795 1.497 5.060  -0.251
N -2.611 0.107 0.852  -0.843
H 0.032 0.505 2.918  0.221
H -0.076 1.071 1.285  0.209
H -0.307 -0.643 1.694  0.213
H -2.344 -0.359 2.858  0.160
H -3.620 1.700 2.706  0.165
H -2.254 2.611 2.202  0.181
H -3.791 1.937 5.009  0.164
H -2.448 1.609 6.087  0.193
H -2.896 0.412 5.033  0.157
H -3.102 -0.701 1.208  0.349
H -1.952 -0.323 0.218  0.374
C 1.229 1.789 -1.162  -0.634
C -0.074 2.578 -1.090  -0.077
C 0.094 3.968 -1.595  -0.064
O 0.441 3.921 -2.957  -0.548
C 0.580 5.166 -3.536  -0.236
N -1.094 1.844 -1.762  -0.841
H 2.077 2.376 -0.808  0.203
H 1.487 1.559 -2.195  0.208
H 1.178 0.815 -0.676  0.211
H -0.418 2.756 -0.071  0.190
H 0.699 4.612 -0.957  0.171
H -0.921 4.359 -1.530  0.171
H 1.224 5.121 -4.414  0.187
H 1.114 5.820 -2.847  0.159
H -0.394 5.606 -3.751  0.164
H -0.749 1.644 -2.690  0.334
H -1.062 0.876 -1.477  0.384

## Properties
- E_tot (Ha) = -1161.579585
- HOMO-LUMO gap (eV) = 6.28
- net charge = 0
- LUMO (hartree) = -0.094

=====

[4]
Density functional theory data (wB97M-V/def2-TZVPD) for a structure of composition C12H37N3O7Sr.

Each line ends with the natural charge from an NBO analysis.
Geometry (Å):
Sr 0.383 -1.785 -0.591  1.840
O 1.213 -2.368 1.615  -1.379
H 1.824 -2.471 2.370  0.413
O 0.148 -4.132 -1.571  -1.313
H -0.534 -4.555 -1.013  0.367
O -0.455 -1.503 -2.935  -1.321
H -0.965 -0.684 -3.082  0.367
O 2.409 -1.777 -1.900  -1.281
H 3.357 -1.616 -2.075  0.386
C 5.021 0.699 -2.299  -0.625
C 4.294 1.223 -1.057  -0.073
C 4.477 2.666 -0.878  -0.044
O 5.913 2.884 -0.825  -0.577
C 6.415 4.172 -0.366  -0.255
N 2.897 0.898 -1.195  -0.884
H 6.024 0.627 -1.879  0.188
H 5.005 1.454 -3.085  0.179
H 4.659 -0.302 -2.533  0.237
H 4.771 0.732 -0.209  0.184
H 4.088 2.946 0.101  0.172
H 4.074 3.312 -1.659  0.154
H 5.746 5.008 -0.570  0.165
H 7.454 4.336 -0.651  0.173
H 6.540 4.122 0.716  0.157
H 2.659 -0.062 -1.397  0.439
H 2.579 1.371 -2.030  0.327
C -2.439 0.940 1.612  -0.641
C -1.759 0.814 0.197  -0.076
C -1.824 2.058 -0.693  -0.076
O -1.383 3.268 -0.070  -0.558
C -1.790 4.439 -0.752  -0.257
N -0.374 0.424 0.370  -0.851
H -2.389 0.036 2.218  0.229
H -3.503 1.170 1.551  0.203
H -2.009 1.790 2.142  0.200
H -2.263 0.081 -0.432  0.205
H -2.865 2.181 -0.990  0.151
H -1.327 1.958 -1.658  0.185
H -1.634 5.309 -0.114  0.172
H -2.853 4.425 -0.993  0.155
H -1.194 4.509 -1.662  0.161
H -0.217 0.442 1.368  0.375
H 0.161 1.214 0.038  0.371
C -2.790 -4.302 -0.078  -0.639
C -3.106 -2.952 0.569  -0.072
C -4.000 -3.123 1.804  -0.083
O -4.030 -1.905 2.570  -0.626
C -4.952 -1.936 3.636  -0.943
N -1.840 -2.263 0.863  -0.839
H -2.299 -4.961 0.638  0.193
H -2.207 -4.236 -0.996  0.280
H -3.664 -4.886 -0.368  0.178
H -3.579 -2.270 -0.138  0.176
H -3.717 -4.047 2.309  0.154
H -5.012 -3.296 1.436  0.149
H -4.755 -1.009 4.173  0.159
H -4.850 -2.880 4.172  0.132
H -5.974 -1.805 3.281  0.108
H -1.444 -2.892 1.547  0.373
H -2.115 -1.490 1.452  0.353

## Properties
- E_tot (Ha) = -1200.769636
- HOMO-LUMO gap (alpha / beta) (eV) = 1.01 / 3.14
- spin multiplicity = 2
- net charge = -3
- LUMO (alpha / beta) (hartree) = 0.193 / 0.189
- <S²> = 0.75